C26H28BrN3O3ReS | wB97M-V/def2-TZVPD

- LUMO energy (spin up / spin down): -8.0 / -7.8 eV
- Electronic energy: -4447.416165 a.u.
- Gap between HOMO and LUMO (spin up / spin down): 5.5 / 5.8 eV
- Total charge: +2
- Spin multiplicity: 2
- Energy relative to the best compared isomer or geometry (same formula, charge and spin): 7.70 kcal/mol
- ⟨S²⟩: 0.7557

Each line ends with the natural charge from an NBO analysis.
Atoms and positions in Å:
Re 1.4635 -0.9999 1.1300  1.654
C 0.0818 -3.9566 2.2641  -0.604
C -1.2520 -3.2133 2.1435  -0.278
C -2.1123 -3.7976 1.0281  -0.607
C -1.0922 -1.7054 2.0647  0.059
C -1.9490 -0.8844 1.3277  -0.139
C -1.9210 0.5020 1.4606  -0.194
C -0.9942 1.1483 2.2803  -0.007
C -1.0162 2.6353 2.4804  -0.645
C -0.0649 0.3498 2.9387  -0.169
C -0.1049 -1.0666 2.8565  -0.336
H -0.0986 -5.0300 2.3022  0.255
H 0.6353 -3.7029 3.1685  0.217
H 0.7256 -3.7764 1.3952  0.183
H -1.7850 -3.3680 3.0907  0.251
H -1.6769 -3.6094 0.0430  0.198
H -3.1277 -3.4035 1.0332  0.227
H -2.1906 -4.8764 1.1516  0.244
H -2.6979 -1.3286 0.6871  0.242
H -2.6502 1.0966 0.9189  0.252
H -1.5204 2.8850 3.4157  0.263
H -1.5614 3.1250 1.6767  0.228
H -0.0074 3.0462 2.5408  0.232
H 0.6690 0.8092 3.5912  0.250
H 0.4269 -1.6431 3.6031  0.259
C 4.4093 -1.4103 -0.0851  -0.249
O 3.1520 -0.6702 -0.0965  -0.510
C 2.8501 0.0882 -1.2390  0.227
C 3.6202 0.1179 -2.3800  -0.275
C 3.1327 0.8296 -3.4761  -0.068
Br 4.1515 0.8742 -5.0478  0.174
C 1.9096 1.4760 -3.4294  -0.172
C 1.1547 1.4639 -2.2592  -0.094
C 1.6580 0.7766 -1.1710  0.264
O 0.9429 0.6771 0.0502  -0.677
C -0.1938 2.0500 -2.2319  0.320
N -1.0684 1.8663 -3.1635  -0.385
C -2.2054 2.5482 -2.7377  0.047
C -3.4350 2.6940 -3.3763  -0.168
C -4.3858 3.4726 -2.7504  -0.205
C -4.1272 4.1009 -1.5218  -0.173
C -2.9177 3.9564 -0.8703  -0.275
C -1.9720 3.1528 -1.4992  0.159
N -0.6747 2.7720 -1.1433  -0.607
H 5.2268 -0.7013 -0.1849  0.228
H 4.4028 -2.1343 -0.8966  0.216
H 4.4489 -1.9086 0.8767  0.222
H 4.5675 -0.3948 -2.4523  0.262
H 1.5182 1.9898 -4.2964  0.273
H -0.0098 0.8608 -0.1109  0.561
H -3.6217 2.2230 -4.3314  0.242
H -5.3493 3.6197 -3.2186  0.238
H -4.8933 4.7242 -1.0810  0.236
H -2.7213 4.4736 0.0596  0.224
H -0.0730 3.3278 -0.5533  0.425
C 0.7070 -2.8391 -1.3592  -0.251
O 0.7579 -1.9135 -0.2709  -0.621
H 0.8811 -3.8479 -0.9905  0.211
H 1.4613 -2.5534 -2.0908  0.209
H -0.2814 -2.7589 -1.8065  0.228
S 4.5519 -0.6728 4.5812  0.312
C 3.5290 -0.7537 3.4333  0.185
N 2.7169 -0.8124 2.5285  -0.765

C26H28CeClF5N2O3 | wB97M-V/def2-TZVPD

- LUMO energy (spin up / spin down): 2.3 / 2.3 eV
- Electronic energy: -2777.441748 a.u.
- Gap between HOMO and LUMO (spin up / spin down): 2.7 / 2.9 eV
- Total charge: -1
- Spin multiplicity: 2
- ⟨S²⟩: 1.1233

Each line ends with the Mulliken spin population.
Atoms and positions in Å:
Ce -0.2261 0.0103 -0.1881  0.943
Cl 1.7500 -0.2198 -1.8421  -0.016
N 0.0898 2.2399 -0.1451  -0.012
N -0.0736 -2.2376 0.1678  0.033
C -0.8843 3.0678 -0.4703  0.084
C -0.8991 -3.0912 -0.4002  -0.033
C 1.1797 2.9589 0.5448  -0.027
C 0.5002 4.3037 0.8268  0.000
C 2.3361 3.0552 -0.4372  0.008
C 1.6429 2.2417 1.8132  0.033
H 1.9474 3.1003 -1.4608  0.002
H 2.9734 2.1628 -0.3940  0.001
H 2.9229 3.9554 -0.2188  -0.003
H 0.8973 2.3178 2.6077  -0.002
H 2.5676 2.6992 2.1892  0.001
H 1.8755 1.1716 1.6873  -0.001
C 0.8904 -2.9397 1.0379  -0.005
C 0.6943 -4.3816 0.5660  0.001
C 0.4917 -2.7152 2.4882  0.027
C 2.3122 -2.4235 0.8500  0.013
H 2.5948 -2.3992 -0.2038  0.002
H 3.0120 -3.0680 1.3989  -0.001
H 2.4777 -1.4042 1.2319  -0.008
H -0.5593 -2.9737 2.6349  0.000
H 0.6052 -1.6676 2.7954  -0.009
H 1.1132 -3.3213 3.1591  0.002
O -0.6064 -4.3533 -0.2072  -0.006
H 0.5707 -5.1263 1.3650  0.001
H 1.4610 -4.6562 -0.1705  -0.001
O -0.7370 4.2903 -0.0448  0.005
H 1.0763 5.2004 0.5573  -0.001
H 0.1173 4.3453 1.8542  0.001
C -2.1011 2.5336 -1.1711  0.004
C -2.0560 -2.5961 -1.2186  -0.027
C -1.8196 -1.2690 -1.9514  0.079
H -2.8990 -2.4380 -0.5333  0.042
H -2.3388 -3.3766 -1.9203  0.005
C -2.2289 -0.0325 -1.3619  -0.095
C -1.8587 1.2231 -1.9315  -0.042
H -2.7507 -0.0501 -0.3778  -0.064
C -1.2894 1.2213 -3.2184  0.233
C -1.0516 0.0099 -3.8637  -0.161
C -0.9238 2.5163 -3.8838  0.005
C -1.2533 -1.2207 -3.2405  0.031
H -0.6127 0.0275 -4.8689  -0.008
C -0.8321 -2.4863 -3.9262  -0.023
H -0.5153 -2.2789 -4.9533  -0.006
H -1.6323 -3.2354 -3.9720  0.009
H 0.0234 -2.9491 -3.4163  0.006
H -1.7396 3.2503 -3.8741  -0.001
H -0.6459 2.3440 -4.9283  0.007
H -0.0560 2.9869 -3.4018  0.017
H -2.4869 3.3068 -1.8327  0.001
H -2.8716 2.3412 -0.4129  -0.049
F -1.9329 1.6181 6.9196  0.000
C -1.8940 1.2144 5.6359  0.001
C -1.6726 2.1630 4.6238  -0.007
F -1.4995 3.4759 4.9130  0.000
C -1.6693 1.7435 3.3182  -0.009
F -1.5660 2.6601 2.3150  0.004
C -1.7989 0.3734 2.9510  0.022
O -1.5550 -0.0161 1.7242  -0.018
C -2.0937 -0.5457 3.9982  0.012
F -2.3208 -1.8444 3.6825  0.000
C -2.1036 -0.1357 5.3094  0.001
F -2.3367 -1.0288 6.2904  0.000

C26H28Cl2N7O2SSiW | wB97M-V/def2-TZVPD

- LUMO energy (spin up / spin down): -3.6 / -4.6 eV
- Electronic energy: -3216.431784 a.u.
- Gap between HOMO and LUMO (spin up / spin down): 7.0 / 6.3 eV
- Total charge: +1
- Spin multiplicity: 3
- Energy relative to the best compared isomer or geometry (same formula, charge and spin): 0.00 kcal/mol
- ⟨S²⟩: 2.0369

Each line ends with the natural charge from an NBO analysis.
Atoms and positions in Å:
W -0.0212 0.3991 -1.1558  1.488
O 3.5006 4.6164 -2.0057  -0.654
C 4.0064 3.9483 -0.9608  0.376
C 5.2552 4.3616 -0.4897  -0.259
C 5.8388 3.7330 0.5859  -0.144
C 5.1998 2.6700 1.2310  -0.258
C 3.9781 2.2489 0.7663  -0.145
C 3.3620 2.8675 -0.3337  -0.203
C 2.0717 2.3751 -0.7883  0.599
O 1.5697 1.2884 -0.2541  -0.716
N 1.3930 3.0103 -1.7124  -0.420
N 0.1950 2.3775 -1.8609  -0.264
C -0.7950 3.0023 -2.4056  0.087
C -2.0781 2.3682 -2.2145  0.160
C -3.2699 2.9072 -2.6663  -0.194
C -4.4598 2.3088 -2.2924  -0.119
C -4.4170 1.1997 -1.4612  -0.234
C -3.1917 0.7006 -1.0636  0.097
N -2.0329 1.2525 -1.4417  -0.472
H 2.6123 4.2723 -2.2136  0.509
H 5.7370 5.1886 -0.9926  0.237
H 6.8036 4.0733 0.9388  0.226
H 5.6571 2.1923 2.0858  0.224
H 3.4550 1.4443 1.2657  0.208
H -0.6676 3.9839 -2.8422  0.237
H -3.2492 3.7903 -3.2894  0.245
H -5.4053 2.7095 -2.6305  0.243
H -5.3198 0.7163 -1.1180  0.245
H -3.1307 -0.1613 -0.4162  0.223
C -2.8031 -1.9089 3.5143  -1.116
Si -1.8664 -3.2703 2.6475  1.622
C -2.7716 -4.8925 2.8318  -1.123
C -0.1182 -3.4215 3.2825  -1.116
C -1.7957 -2.8838 0.7846  -0.429
C -2.3148 -3.7619 -0.1591  -0.122
C -2.2578 -3.4982 -1.5304  -0.256
C -1.6645 -2.3365 -1.9540  0.059
N -1.1639 -1.4665 -1.0605  -0.555
C -1.2237 -1.7179 0.2613  0.095
S -0.5023 -0.3882 1.1511  -0.135
H -2.8730 -2.1334 4.5810  0.251
H -3.8205 -1.8242 3.1264  0.241
H -2.3142 -0.9396 3.4081  0.243
H -2.8332 -5.1564 3.8896  0.256
H -2.2576 -5.7118 2.3249  0.243
H -3.7941 -4.8393 2.4521  0.243
H -0.1234 -3.7028 4.3378  0.250
H 0.4263 -2.4810 3.1886  0.246
H 0.4289 -4.1918 2.7348  0.243
H -2.7776 -4.6832 0.1735  0.231
H -2.6644 -4.1890 -2.2546  0.242
H -1.5755 -2.0638 -2.9973  0.246
Cl 0.9959 2.4385 2.9587  -0.009
C -0.7002 2.8565 2.7258  -0.386
Cl -1.0241 3.4324 1.0757  -0.039
H -0.9546 3.6581 3.4079  0.236
H -1.3036 1.9722 2.8934  0.229
N 2.4915 -1.2553 -0.2650  -0.298
C 3.3208 -2.2740 -0.5084  0.011
C 2.9453 -2.8295 -1.7146  -0.315
C 1.8546 -2.0724 -2.1361  0.016
N 1.5846 -1.1157 -1.2452  -0.333
H 2.4815 -0.5937 0.4964  0.448
H 4.1159 -2.5206 0.1743  0.243
H 3.4046 -3.6574 -2.2233  0.253
H 1.2669 -2.1487 -3.0354  0.251
N -0.2671 -0.2884 -4.3556  -0.373
C -0.1486 0.0152 -3.2471  -0.115